Density functional theory data (ωB97M-V/def2-TZVPD) for a cluster of 2 separate species, C5H10N3 in total in a non-equilibrium geometry.

Geometry as XYZ:
```
18
C5H10N3 | the Open Molecules 2025 dataset | ωB97M-V/def2-TZVPD
C 0.764 1.275 2.271
C 1.954 0.627 2.278
C -0.150 0.468 1.519
C -2.126 -0.088 -3.493
C -2.113 0.147 -2.037
N 1.782 -0.500 1.590
N 0.470 -0.564 0.998
N 2.562 -1.501 1.125
H 0.629 2.229 2.710
H 2.845 0.911 2.848
H -1.201 0.656 1.278
H -1.252 -0.465 -1.695
H -1.313 -0.752 -3.792
H -2.811 0.474 -4.209
H -2.243 1.255 -1.891
H -3.110 -0.226 -1.755
H 1.975 -2.108 0.587
H 3.337 -1.836 1.667
```

Properties
HOMO energy (spin up / spin down) ... -11.430 / -10.305 eV
E_LUMO (spin up / spin down) ... -6.47 / -8.03 eV
HOMO-LUMO gap (spin up / spin down) ... 4.9568 / 2.2757 eV
Charge ... +1
2S+1 ... 1

---

Density functional theory data (ωB97M-V/def2-TZVPD) for a structure of composition C5H10N3 in a non-equilibrium geometry.

Geometry as XYZ:
```
18
C5H10N3 | the Open Molecules 2025 dataset | ωB97M-V/def2-TZVPD
C -1.004 0.366 -1.081
C -1.952 0.931 -0.382
C -0.949 0.260 1.755
C 0.497 -0.385 -0.162
C 1.830 0.360 -0.541
N -1.900 0.812 1.020
N 0.129 -0.284 1.272
N 0.466 -1.684 -0.653
H -0.840 0.030 -2.136
H -2.838 1.336 -1.004
H -1.134 0.135 2.849
H 1.904 1.273 0.033
H 1.852 0.505 -1.610
H 2.603 -0.309 -0.190
H -2.909 0.892 1.325
H 0.659 -0.819 1.952
H -0.366 -2.235 -0.314
H 1.457 -2.123 -0.554
```

Properties
HOMO energy ... -13.582 eV
E_LUMO ... -3.69 eV
HOMO-LUMO gap ... 9.8929 eV
Charge ... +1
2S+1 ... 1

---

Density functional theory data (ωB97M-V/def2-TZVPD) for the ion C5H10N3 with charge +1 in a non-equilibrium geometry.

Geometry as XYZ:
```
18
C5H10N3 | the Open Molecules 2025 dataset | ωB97M-V/def2-TZVPD
C -1.565 -1.716 0.003
C -1.243 -0.457 -0.077
C -2.034 0.824 0.024
C -0.616 1.535 -0.056
N -0.048 0.190 -0.014
C 1.522 -0.187 -0.043
N 1.814 -1.422 0.042
N 2.322 0.853 -0.068
H -0.916 -2.611 -0.189
H -2.654 -2.097 -0.186
H -2.704 1.044 -0.810
H -2.221 1.183 1.100
H -0.425 2.097 -1.042
H -0.394 2.094 0.818
H 1.110 -2.183 0.203
H 2.850 -1.723 0.272
H 1.886 1.779 0.007
H 3.314 0.795 0.015
```

Properties
HOMO energy ... -12.326 eV
E_LUMO ... -3.31 eV
HOMO-LUMO gap ... 9.0145 eV
Charge ... +1
2S+1 ... 1
SMILES ... C=C1CCN1C(N)=[NH2+]

---

Density functional theory data (ωB97M-V/def2-TZVPD) for the ion C5H10N3 with charge +1 in a non-equilibrium geometry.

Geometry as XYZ:
```
18
C5H10N3 | the Open Molecules 2025 dataset | ωB97M-V/def2-TZVPD
C 1.879 0.112 0.202
C 0.369 1.231 1.826
C 0.483 -1.314 -0.992
C -1.967 0.584 0.258
C -0.547 0.691 -0.271
N 1.555 -0.959 -0.658
N 0.411 0.781 0.589
N -0.006 -2.248 -1.787
H 2.154 0.943 -0.346
H 2.408 -0.086 1.072
H 1.159 0.885 2.493
H -0.321 1.883 2.283
H -1.931 0.288 1.230
H -2.554 -0.089 -0.286
H -2.348 1.638 0.211
H -0.418 0.714 -1.325
H -0.903 -2.239 -2.179
H 0.578 -2.815 -2.320
```

Properties
HOMO energy (spin up / spin down) ... -12.510 / -12.445 eV
E_LUMO (spin up / spin down) ... -5.07 / -5.10 eV
HOMO-LUMO gap (spin up / spin down) ... 7.4406 / 7.3427 eV
Charge ... +1
2S+1 ... 1

---

Density functional theory data (ωB97M-V/def2-TZVPD) for the ion C5H10N3 with charge +2 in a non-equilibrium geometry.

Geometry as XYZ:
```
18
C5H10N3 | the Open Molecules 2025 dataset | ωB97M-V/def2-TZVPD
C 0.119 1.380 -1.341
C 0.326 1.295 0.238
C 0.277 -0.112 0.680
C 0.956 -0.615 1.815
N 0.717 -1.979 1.782
C -0.241 -2.211 0.845
N -0.485 -1.093 0.139
N -1.254 0.820 -1.812
H 1.024 0.833 -1.663
H 0.149 2.388 -1.747
H 1.265 1.855 0.420
H -0.564 1.745 0.786
H 1.684 -0.455 2.580
H 1.172 -2.583 2.486
H -0.718 -3.162 0.645
H -1.475 -0.005 -1.264
H -1.969 1.545 -1.898
H -0.984 0.356 -2.691
```

Properties
HOMO energy (spin up / spin down) ... -19.290 / -20.416 eV
E_LUMO (spin up / spin down) ... -7.76 / -11.89 eV
HOMO-LUMO gap (spin up / spin down) ... 11.5344 / 8.5311 eV
Charge ... +2
2S+1 ... 2

---

Density functional theory data (ωB97M-V/def2-TZVPD) for the ion C5H10N3O with charge +1 in a non-equilibrium geometry.

Geometry as XYZ:
```
19
C5H10N3O | the Open Molecules 2025 dataset | ωB97M-V/def2-TZVPD
C -0.171 -1.044 1.764
C 0.741 -0.530 0.938
O 1.906 -0.956 0.437
C 0.331 0.819 0.418
C 0.326 1.929 1.379
N -0.049 0.930 -0.734
C -0.422 -0.030 -1.574
N -1.135 -1.171 -1.214
N -0.246 0.045 -2.931
H -0.883 -0.222 2.253
H -0.147 -2.060 2.303
H 2.376 -1.591 0.967
H 1.340 2.367 1.669
H -0.294 1.619 2.191
H -0.234 2.927 1.094
H -1.369 -1.350 -0.315
H -1.487 -1.865 -1.939
H -0.400 1.005 -3.226
H -0.182 -0.822 -3.479
```

Properties
HOMO energy ... -13.504 eV
E_LUMO ... -4.29 eV
HOMO-LUMO gap ... 9.2108 eV
Charge ... +1
2S+1 ... 1
SMILES ... C=C(O)/C(C)=N\C(N)=[NH2+]

---

Density functional theory data (ωB97M-V/def2-TZVPD) for the ion C5H10N3O2 with charge +1 in a non-equilibrium geometry.

Geometry as XYZ:
```
20
C5H10N3O2 | the Open Molecules 2025 dataset | ωB97M-V/def2-TZVPD
C 1.645 -0.669 -0.135
C 3.116 -0.220 -0.092
C 1.491 -2.085 -0.496
C -0.736 1.886 -0.337
C -1.452 -0.346 0.794
N 2.437 2.097 0.249
N 0.637 0.051 0.041
N -0.475 0.571 0.222
O 4.058 -0.958 -0.101
O 3.304 1.115 -0.045
H 2.097 -2.561 -1.313
H 0.418 -2.415 -0.467
H 1.914 -2.668 0.380
H -1.790 1.861 -0.527
H -0.255 2.735 0.363
H -0.181 2.094 -1.343
H -2.010 -0.597 -0.212
H -0.868 -1.198 1.155
H -2.059 0.193 1.569
H 2.829 2.760 -0.457
```

Properties
HOMO energy (spin up / spin down) ... -13.340 / -13.974 eV
E_LUMO (spin up / spin down) ... -4.98 / -6.15 eV
HOMO-LUMO gap (spin up / spin down) ... 8.3603 / 7.8223 eV
Charge ... +1
2S+1 ... 1

---

Density functional theory data (ωB97M-V/def2-TZVPD) for a cluster of 3 separate species, C5H10N3O3 in total in a non-equilibrium geometry.

Geometry as XYZ:
```
21
C5H10N3O3 | the Open Molecules 2025 dataset | ωB97M-V/def2-TZVPD
C -1.251 0.411 0.045
C -1.162 1.960 0.216
C -0.054 -0.163 0.730
C 0.100 2.391 -0.648
C 1.215 0.674 0.639
N 1.376 1.739 -0.062
N 2.719 -1.362 -1.208
N -5.257 -1.131 0.165
O 2.458 2.317 -0.436
O -6.388 -1.584 -0.060
O -4.711 -0.255 -0.515
H -2.231 0.122 0.589
H -1.127 0.362 -1.036
H -1.901 2.470 -0.389
H -1.006 2.242 1.240
H -0.298 -0.306 1.836
H 0.197 -1.155 0.425
H 0.041 2.000 -1.693
H 0.220 3.410 -0.772
H 2.232 -0.803 -0.516
H 3.464 -0.775 -1.751
```

Properties
HOMO energy (spin up / spin down) ... -2.689 / -2.688 eV
E_LUMO (spin up / spin down) ... 1.33 / 0.79 eV
HOMO-LUMO gap (spin up / spin down) ... 4.0145 / 3.4813 eV
Charge ... -1
2S+1 ... 1

---

Density functional theory data (ωB97M-V/def2-TZVPD) for the molecule C5H10N4 in a non-equilibrium geometry.

Geometry as XYZ:
```
19
C5H10N4 | the Open Molecules 2025 dataset | ωB97M-V/def2-TZVPD
H -2.179 2.370 -1.409
N -2.462 1.786 -0.661
C -1.526 0.942 -0.587
C -1.633 -0.269 0.402
N -0.193 -0.657 0.495
C 0.221 -1.910 1.057
C 0.694 0.135 -0.279
N 1.930 0.110 -0.469
C 2.784 -0.455 0.620
N -0.243 0.923 -1.050
H -2.108 -1.098 -0.101
H -2.103 -0.058 1.399
H 0.865 -2.430 0.298
H -0.746 -2.479 1.159
H 0.560 -1.817 2.028
H 2.270 -0.734 1.568
H 3.223 -1.446 0.363
H 3.662 0.193 0.791
H 0.086 1.710 -1.583
```

Properties
HOMO energy ... -8.773 eV
E_LUMO ... 0.82 eV
HOMO-LUMO gap ... 9.5943 eV
2S+1 ... 1
SMILES ... [H]/N=C1/CN(C)/C(=N\C)N1

---

Density functional theory data (ωB97M-V/def2-TZVPD) for the molecule C5H10N4 in a non-equilibrium geometry.

Geometry as XYZ:
```
19
C5H10N4 | the Open Molecules 2025 dataset | ωB97M-V/def2-TZVPD
H -1.558 2.275 0.406
N -0.598 2.011 0.391
C -0.619 0.891 -0.292
C -1.784 0.087 -0.961
N -2.165 -0.889 -0.148
N -1.140 -1.164 1.066
N 0.599 0.254 -0.309
C 1.049 -1.097 -0.402
C 2.535 -0.618 -0.175
C 1.908 0.755 0.376
H -2.227 0.085 -1.911
H -1.813 -1.695 1.616
H -1.005 -0.118 1.581
H 0.901 -1.518 -1.370
H 0.398 -1.409 0.581
H 3.175 -0.627 -1.036
H 3.094 -1.362 0.639
H 1.980 1.832 -0.164
H 1.639 0.941 1.378
```

Properties
HOMO energy ... -8.032 eV
E_LUMO ... 0.68 eV
HOMO-LUMO gap ... 8.7170 eV
2S+1 ... 1
SMILES ... [H]/N=C(\C=N/N)N1CCC1

---

Relative energy (zero: lowest compared OMol25 entry of this formula, charge and spin)? In order: 158.4 62.4 74.9 120.6 18.8 52.1 178.0 150.9 33.2 149.6 kcal per mole.
E_tot? In order: -9804.8815 -9809.0413 -9808.4985 -9806.5181 -9798.6476 -11856.5181 -13898.4403 -15951.2506 -11306.4366 -11301.3913 eV.